{"formula": "C9H15F2N3O12", "method": "ωB97M-V/def2-TZVPD", "elements": ["O", "C", "O", "C", "C", "F", "O", "H", "H", "H", "O", "C", "O", "C", "C", "F", "O", "H", "H", "H", "C", "N", "O", "O", "H", "H", "H", "C", "N", "O", "O", "H", "H", "H", "C", "N", "O", "O", "H", "H", "H"], "positions_angstrom": [[-10.42, -15.10, 5.18], [-10.47, -16.08, 5.96], [-10.18, -16.00, 7.25], [-10.66, -17.11, 7.89], [-10.61, -18.15, 6.80], [-11.74, -18.89, 6.68], [-10.53, -17.34, 5.65], [-10.04, -17.42, 8.74], [-11.61, -16.86, 8.35], [-9.73, -18.76, 6.98], [-6.49, -14.62, 3.22], [-7.68, -14.81, 3.01], [-8.59, -13.77, 2.98], [-9.89, -14.42, 2.81], [-9.59, -15.86, 3.19], [-10.34, -16.71, 2.56], [-8.25, -16.01, 2.72], [-10.70, -14.11, 3.46], [-10.11, -14.39, 1.74], [-9.60, -16.10, 4.25], [-7.50, -18.29, 3.41], [-6.47, -18.96, 2.55], [-6.63, -19.07, 1.33], [-5.41, -19.43, 3.08], [-7.80, -17.26, 3.18], [-6.99, -18.27, 4.37], [-8.37, -18.95, 3.48], [-7.11, -16.95, 6.41], [-8.18, -17.69, 5.63], [-8.59, -17.15, 4.59], [-8.63, -18.74, 6.11], [-7.36, -16.25, 7.20], [-6.51, -16.44, 5.65], [-6.55, -17.69, 6.98], [-5.08, -12.85, 4.53], [-3.80, -12.70, 3.63], [-3.29, -13.73, 3.24], [-3.45, -11.55, 3.33], [-5.51, -11.89, 4.84], [-4.59, -13.27, 5.41], [-5.77, -13.50, 4.00]], "lumo_energy_ev": -1.91, "gap_ev": 8.34, "relative_energy_kcal_mol": 222.8, "smiles": "O=C1OC[C@@H](F)O1.O=C1OC[C@@H](F)O1.C[N+](=O)[O-].C[N+](=O)[O-].C[N+](=O)[O-]"}

***

{"formula": "C24H18F5IrN2OS2", "method": "ωB97M-V/def2-TZVPD", "elements": ["Ir", "S", "C", "N", "C", "C", "N", "C", "C", "C", "C", "C", "C", "C", "C", "S", "C", "C", "C", "C", "C", "C", "C", "H", "H", "H", "H", "H", "H", "H", "H", "H", "H", "H", "H", "H", "H", "H", "H", "H", "H", "O", "F", "C", "C", "C", "F", "C", "F", "C", "F", "C", "F"], "positions_angstrom": [[0.70, -2.80, -2.81], [0.70, -2.83, -0.46], [0.65, -1.27, -0.20], [0.54, -0.81, 1.17], [0.29, 0.59, 1.41], [1.24, 1.41, 0.58], [0.93, 1.17, -0.83], [0.76, 2.34, -1.70], [-0.47, 3.11, -1.30], [-0.38, 4.45, -0.87], [-1.54, 5.15, -0.53], [-2.79, 4.53, -0.60], [-2.89, 3.20, -1.03], [-1.73, 2.50, -1.38], [0.78, -0.19, -1.28], [0.70, -0.45, -2.84], [0.71, -1.69, 2.33], [1.98, -1.36, 3.07], [3.22, -1.49, 2.41], [4.40, -1.20, 3.08], [4.37, -0.77, 4.41], [3.14, -0.63, 5.07], [1.95, -0.92, 4.40], [0.40, 0.84, 2.49], [-0.75, 0.85, 1.12], [2.28, 1.08, 0.80], [1.16, 2.49, 0.83], [0.63, 2.08, -2.76], [1.68, 2.97, -1.64], [0.58, 4.94, -0.81], [-1.47, 6.18, -0.20], [-3.68, 5.08, -0.33], [-3.85, 2.72, -1.09], [-1.82, 1.47, -1.71], [0.78, -2.76, 2.07], [-0.19, -1.59, 2.98], [3.26, -1.83, 1.38], [5.35, -1.31, 2.57], [5.29, -0.54, 4.93], [3.12, -0.30, 6.10], [1.01, -0.82, 4.92], [2.50, -2.80, -2.81], [-1.43, -4.92, -1.79], [-2.11, -3.88, -2.29], [-1.40, -2.80, -2.81], [-2.11, -1.72, -3.34], [-1.43, -0.68, -3.84], [-3.50, -1.72, -3.34], [-4.16, -0.67, -3.84], [-4.19, -2.80, -2.81], [-5.53, -2.80, -2.81], [-3.50, -3.88, -2.29], [-4.17, -4.93, -1.78]], "lumo_energy_ev": [-1.10, -1.68], "s2": 6.038, "gap_ev": [5.36, 6.78], "relative_energy_kcal_mol": 45.1, "spin_multiplicity": 5}

***

{"formula": "C2H2ClN4", "method": "ωB97M-V/def2-TZVPD", "elements": ["C", "C", "N", "N", "N", "N", "Cl", "H", "H"], "positions_angstrom": [[0.54, 0.16, -0.16], [-1.58, -0.63, 0.48], [1.61, -0.31, 0.43], [0.71, 1.20, -0.95], [2.55, 0.49, -0.05], [2.02, 1.38, -0.86], [-2.52, -0.90, -0.95], [-1.98, 0.16, 1.09], [-1.34, -1.56, 0.98]], "lumo_energy_ev": 3.57, "gap_ev": 8.65, "relative_energy_kcal_mol": 67.6, "total_charge": -1}

***

{"formula": "C25H36F2NO3", "method": "ωB97M-V/def2-TZVPD", "elements": ["C", "O", "C", "C", "C", "C", "C", "C", "C", "C", "C", "C", "C", "N", "C", "O", "O", "H", "H", "H", "H", "H", "H", "H", "H", "H", "H", "H", "H", "H", "H", "H", "H", "H", "H", "H", "H", "H", "H", "H", "H", "H", "H", "F", "C", "C", "C", "C", "C", "C", "H", "H", "H", "H", "H", "F", "C", "C", "C", "C", "C", "C", "H", "H", "H", "H", "H"], "positions_angstrom": [[3.36, 2.04, 1.61], [3.00, 1.51, 0.26], [4.03, 1.87, -0.73], [4.69, 0.61, -1.54], [3.67, -0.64, -1.84], [4.16, -2.06, -1.12], [3.62, -2.17, 0.43], [2.57, -3.40, 0.71], [1.37, -3.55, -0.40], [-0.10, -2.96, 0.10], [-0.12, -1.31, 0.20], [-1.64, -0.82, -0.20], [-1.71, 0.68, -0.87], [-0.89, 0.83, -2.15], [-1.42, 1.90, 0.22], [-0.61, 1.79, 1.28], [-2.13, 3.19, -0.08], [2.61, 1.52, 2.38], [3.12, 3.21, 1.63], [4.47, 1.82, 1.91], [3.63, 2.64, -1.53], [4.90, 2.44, -0.14], [5.03, 1.02, -2.60], [5.64, 0.21, -0.95], [2.59, -0.44, -1.43], [3.55, -0.79, -3.02], [3.75, -2.95, -1.79], [5.33, -2.07, -1.18], [4.59, -2.41, 1.09], [3.24, -1.12, 0.85], [3.15, -4.41, 0.83], [2.03, -3.19, 1.75], [1.20, -4.72, -0.55], [1.60, -3.10, -1.46], [-0.92, -3.35, -0.67], [-0.33, -3.41, 1.18], [0.06, -1.04, 1.34], [0.62, -0.78, -0.53], [-2.32, -0.91, 0.77], [-2.15, -1.56, -0.99], [-2.84, 0.84, -1.21], [0.08, 1.14, -1.93], [-1.32, 1.66, -2.65], [-1.35, 4.20, -3.52], [-2.04, 5.31, -3.24], [-2.94, 5.30, -2.17], [-3.65, 6.46, -1.88], [-3.48, 7.61, -2.65], [-2.58, 7.60, -3.72], [-1.85, 6.45, -4.01], [-3.07, 4.40, -1.59], [-4.35, 6.47, -1.04], [-4.04, 8.51, -2.42], [-2.45, 8.50, -4.32], [-1.14, 6.43, -4.83], [-2.98, -3.37, 1.65], [-3.16, -3.97, 2.84], [-2.95, -5.34, 2.95], [-3.13, -5.97, 4.18], [-3.55, -5.22, 5.28], [-3.77, -3.85, 5.16], [-3.57, -3.22, 3.93], [-2.63, -5.91, 2.08], [-2.96, -7.04, 4.28], [-3.70, -5.71, 6.24], [-4.10, -3.27, 6.02], [-3.73, -2.15, 3.82]], "lumo_energy_ev": 2.54, "gap_ev": 6.77, "total_charge": -1}

***

{"formula": "C24H27N3O4", "method": "ωB97M-V/def2-TZVPD", "elements": ["C", "O", "C", "C", "C", "C", "C", "C", "O", "C", "C", "O", "N", "C", "C", "N", "C", "C", "C", "C", "C", "C", "C", "N", "O", "C", "C", "C", "C", "C", "C", "H", "H", "H", "H", "H", "H", "H", "H", "H", "H", "H", "H", "H", "H", "H", "H", "H", "H", "H", "H", "H", "H", "H", "H", "H", "H", "H"], "positions_angstrom": [[-3.15, -0.28, 2.12], [-2.23, 0.49, 1.38], [-2.70, 1.61, 0.75], [-4.03, 1.95, 0.60], [-4.39, 3.12, -0.05], [-3.42, 3.96, -0.55], [-2.08, 3.64, -0.41], [-1.71, 2.47, 0.22], [-0.42, 2.04, 0.37], [0.63, 2.94, 0.13], [1.92, 2.20, 0.51], [2.55, 2.52, 1.49], [2.28, 1.17, -0.29], [1.65, 0.89, -1.56], [0.29, 0.29, -1.47], [-0.08, -0.78, -0.84], [-1.41, -0.87, -1.15], [-2.27, -1.93, -0.65], [-3.62, -1.96, -1.00], [-4.44, -2.96, -0.51], [-3.91, -3.93, 0.33], [-2.57, -3.90, 0.68], [-1.75, -2.90, 0.20], [-1.81, 0.08, -1.96], [-0.71, 0.84, -2.17], [3.35, 0.29, 0.17], [2.86, -1.16, 0.31], [3.98, -2.01, 0.92], [5.23, -1.94, 0.05], [5.70, -0.50, -0.11], [4.59, 0.36, -0.72], [-3.66, 0.33, 2.88], [-3.89, -0.75, 1.47], [-2.56, -1.05, 2.60], [-4.80, 1.31, 1.00], [-5.44, 3.37, -0.15], [-3.70, 4.88, -1.05], [-1.33, 4.31, -0.81], [0.55, 3.82, 0.78], [0.65, 3.27, -0.92], [2.29, 0.18, -2.09], [1.57, 1.79, -2.17], [-4.01, -1.19, -1.66], [-5.48, -2.98, -0.78], [-4.56, -4.71, 0.72], [-2.17, -4.65, 1.34], [-0.71, -2.86, 0.46], [3.62, 0.67, 1.16], [2.59, -1.56, -0.66], [1.98, -1.18, 0.94], [3.64, -3.04, 1.01], [4.21, -1.64, 1.92], [5.02, -2.37, -0.93], [6.03, -2.54, 0.51], [6.58, -0.46, -0.74], [5.97, -0.09, 0.87], [4.37, -0.01, -1.72], [4.92, 1.39, -0.80]], "lumo_energy_ev": 0.64, "gap_ev": 8.75, "relative_energy_kcal_mol": 61.5, "smiles": "COc1ccccc1OCC(=O)N(Cc1nc(-c2ccccc2)no1)C1CCCCC1"}

***

{"formula": "C16H39N3O7P2", "method": "ωB97M-V/def2-TZVPD", "elements": ["C", "C", "O", "P", "O", "C", "C", "C", "P", "O", "O", "C", "C", "H", "H", "H", "H", "H", "H", "H", "H", "H", "H", "H", "H", "H", "H", "H", "H", "H", "H", "C", "N", "C", "C", "O", "H", "H", "H", "H", "H", "H", "H", "C", "N", "C", "C", "O", "H", "H", "H", "H", "H", "H", "H", "C", "N", "C", "C", "O", "H", "H", "H", "H", "H", "H", "H"], "positions_angstrom": [[-3.83, -1.14, 4.68], [-3.27, -1.42, 3.31], [-1.95, -0.85, 3.20], [-1.28, -0.99, 1.76], [-1.19, -2.39, 1.32], [0.36, -0.28, 1.91], [0.98, -0.48, 3.32], [1.45, 0.87, 3.88], [2.85, 1.62, 2.97], [1.97, 2.87, 2.30], [-2.19, -0.15, 0.75], [-1.89, 1.23, 0.43], [-2.03, 2.18, 1.60], [-3.38, -1.76, 5.45], [-4.89, -1.40, 4.66], [-3.76, -0.09, 4.95], [-3.94, -1.00, 2.55], [-3.24, -2.49, 3.13], [0.41, 0.77, 1.64], [0.94, -0.83, 1.17], [0.30, -0.96, 4.01], [1.84, -1.14, 3.23], [1.79, 0.78, 4.91], [0.62, 1.57, 3.83], [2.95, 0.76, 1.84], [2.48, 3.27, 1.59], [-2.62, 1.51, -0.32], [-0.90, 1.28, -0.02], [-3.06, 2.20, 1.97], [-1.79, 3.18, 1.26], [-1.36, 1.96, 2.42], [2.16, 6.97, 3.94], [0.90, 6.82, 3.24], [0.03, 7.98, 3.07], [0.50, 5.64, 2.75], [-0.55, 5.46, 2.15], [1.99, 7.32, 4.96], [2.80, 7.69, 3.43], [2.67, 6.02, 3.98], [-0.93, 7.80, 3.53], [-0.13, 8.17, 2.01], [0.50, 8.85, 3.52], [1.21, 4.82, 2.93], [-1.59, -2.86, -1.66], [-1.11, -3.61, -2.81], [0.24, -4.12, -2.80], [-1.88, -3.86, -3.88], [-1.53, -4.49, -4.87], [-0.97, -1.97, -1.52], [-1.54, -3.45, -0.76], [-2.62, -2.55, -1.83], [0.81, -3.71, -3.64], [0.25, -5.21, -2.90], [0.72, -3.84, -1.87], [-2.90, -3.43, -3.79], [1.12, -4.02, -6.67], [2.37, -4.12, -7.39], [3.62, -4.01, -6.66], [2.42, -4.31, -8.72], [3.45, -4.39, -9.37], [1.04, -3.05, -6.17], [1.04, -4.80, -5.92], [0.28, -4.12, -7.36], [4.21, -3.17, -7.04], [4.21, -4.91, -6.79], [3.41, -3.86, -5.61], [1.43, -4.38, -9.19]], "lumo_energy_ev": 0.19, "gap_ev": 9.11, "smiles": "CCOP(=O)(CCCPO)OCC.CN(C)C=O.CN(C)C=O.CN(C)C=O"}

***

{"formula": "C33H47ClO3P4Sn", "method": "ωB97M-V/def2-TZVPD", "elements": ["P", "C", "C", "H", "C", "H", "C", "H", "C", "H", "C", "H", "C", "C", "H", "C", "H", "C", "H", "C", "H", "C", "H", "C", "C", "H", "C", "H", "C", "H", "C", "H", "C", "H", "Sn", "C", "C", "H", "C", "O", "H", "C", "H", "C", "Cl", "P", "P", "C", "H", "H", "H", "C", "H", "H", "H", "C", "H", "H", "H", "C", "H", "H", "H", "C", "H", "H", "H", "C", "H", "H", "H", "P", "C", "C", "H", "H", "H", "H", "H", "H", "C", "H", "H", "H", "H", "O", "C", "O", "H"], "positions_angstrom": [[1.58, 1.20, -3.13], [3.14, 1.52, -2.45], [4.00, 0.85, -3.37], [3.58, 0.01, -3.95], [5.28, 1.32, -3.56], [5.89, 0.84, -4.33], [5.75, 2.38, -2.78], [6.77, 2.74, -2.97], [4.95, 2.96, -1.80], [5.37, 3.77, -1.19], [3.63, 2.54, -1.60], [3.00, 2.97, -0.82], [1.06, -0.50, -3.01], [1.75, -1.60, -2.46], [2.54, -1.45, -1.71], [1.41, -2.89, -2.87], [1.94, -3.75, -2.48], [0.41, -3.10, -3.82], [0.18, -4.10, -4.19], [-0.32, -2.01, -4.31], [-1.10, -2.14, -5.06], [-0.05, -0.73, -3.86], [-0.61, 0.14, -4.23], [0.32, 2.41, -2.95], [0.62, 3.07, -4.16], [1.55, 2.76, -4.68], [-0.23, 4.04, -4.66], [0.02, 4.50, -5.60], [-1.37, 4.39, -3.92], [-2.02, 5.16, -4.33], [-1.65, 3.77, -2.71], [-2.54, 4.08, -2.15], [-0.82, 2.75, -2.19], [-1.04, 2.28, -1.23], [-0.08, 0.09, 3.01], [-1.70, -1.23, 2.13], [-1.92, -1.53, 0.87], [-2.37, -1.70, 2.89], [-1.18, -0.90, -0.32], [-2.07, 0.03, -1.04], [-1.60, 0.39, -1.83], [-0.02, -0.04, 0.06], [-0.70, -1.69, -0.96], [0.54, 0.43, 1.15], [1.99, 1.27, 3.65], [-1.43, 2.26, 2.88], [1.79, -1.94, 2.59], [-0.83, 3.24, 4.26], [0.14, 3.70, 4.00], [-0.67, 2.59, 5.13], [-1.60, 3.99, 4.47], [-1.55, 3.34, 1.45], [-2.26, 2.93, 0.71], [-0.58, 3.45, 0.97], [-1.91, 4.32, 1.80], [-3.08, 1.68, 3.32], [-3.02, 1.01, 4.20], [-3.53, 1.13, 2.48], [-3.67, 2.57, 3.57], [2.52, -2.06, 4.25], [1.75, -2.39, 4.97], [2.90, -1.07, 4.55], [3.34, -2.79, 4.20], [0.96, -3.53, 2.33], [0.57, -3.59, 1.30], [0.11, -3.62, 3.03], [1.68, -4.34, 2.50], [3.18, -1.88, 1.43], [3.55, -0.84, 1.36], [2.87, -2.22, 0.43], [3.98, -2.53, 1.82], [-3.28, -2.57, 0.26], [-3.93, -3.58, 1.62], [-2.70, -3.69, -1.05], [-4.24, -2.94, 2.46], [-3.16, -4.28, 1.98], [-4.81, -4.19, 1.32], [-2.36, -3.08, -1.90], [-3.49, -4.38, -1.40], [-1.85, -4.27, -0.66], [-4.66, -1.60, -0.43], [-5.02, -0.90, 0.34], [-5.51, -2.22, -0.78], [-4.25, -1.02, -1.27], [1.32, 1.16, 0.90], [-0.40, 0.97, 6.11], [-0.28, -0.22, 5.94], [-0.42, -0.90, 4.80], [-0.03, -1.02, 6.68]], "lumo_energy_ev": [-7.32, -5.17], "gap_ev": [4.51, 7.44], "relative_energy_kcal_mol": 43.2, "total_charge": 2}

***

{"formula": "C12H22CaF6N3O24S6", "method": "ωB97M-V/def2-TZVPD", "elements": ["Ca", "N", "S", "O", "O", "F", "S", "O", "O", "F", "N", "S", "O", "O", "F", "S", "O", "O", "F", "N", "S", "O", "O", "F", "S", "O", "O", "F", "C", "C", "O", "C", "O", "O", "H", "H", "H", "H", "C", "O", "C", "O", "O", "C", "H", "H", "H", "H", "H", "H", "C", "O", "C", "O", "O", "C", "H", "H", "H", "H", "H", "H", "C", "O", "C", "O", "O", "C", "H", "H", "H", "H", "H", "H"], "positions_angstrom": [[0.08, -0.49, -0.79], [-0.02, -0.19, -2.98], [0.71, 0.75, -4.00], [-0.03, 1.83, -4.64], [1.87, 0.16, -4.65], [1.44, 1.60, -2.86], [-1.17, -0.70, -4.20], [-0.71, -1.15, -5.47], [-2.46, -0.04, -4.09], [-1.44, -2.07, -3.43], [-0.04, 1.05, 4.18], [0.54, 2.54, 3.61], [-0.41, 3.59, 3.35], [1.75, 2.49, 2.85], [1.08, 2.87, 5.08], [-0.96, 0.74, 2.93], [-0.32, 0.50, 1.65], [-2.30, 1.26, 2.96], [-1.21, -0.81, 3.40], [3.87, -2.62, -2.69], [2.83, -3.36, -3.86], [1.49, -2.88, -3.89], [3.10, -4.77, -4.00], [3.55, -2.68, -5.12], [2.98, -2.86, -1.44], [2.83, -4.24, -1.02], [1.88, -1.96, -1.14], [4.10, -2.34, -0.41], [-3.58, 4.05, -0.18], [-2.30, 4.87, 0.08], [-1.30, 3.89, 0.20], [-1.71, 2.73, -0.38], [-1.00, 1.83, -0.61], [-3.03, 2.80, -0.60], [-4.13, 4.54, -0.98], [-4.21, 3.87, 0.69], [-2.42, 5.42, 1.01], [-2.11, 5.56, -0.74], [-4.48, -1.57, 1.97], [-3.26, -1.57, 1.23], [-3.15, -1.17, -0.01], [-2.09, -1.16, -0.57], [-4.31, -0.69, -0.45], [-4.34, -0.10, -1.74], [-4.81, -0.54, 2.07], [-4.39, -2.05, 2.94], [-5.26, -2.06, 1.38], [-5.33, -0.10, -2.18], [-3.67, -0.53, -2.48], [-3.95, 0.91, -1.62], [-1.07, -3.82, 2.70], [0.34, -3.71, 2.51], [0.84, -2.88, 1.63], [0.20, -2.14, 0.92], [2.15, -2.98, 1.51], [2.92, -3.64, 2.50], [-1.45, -3.00, 3.30], [-1.21, -4.76, 3.23], [-1.67, -3.81, 1.79], [2.65, -4.69, 2.62], [2.74, -3.15, 3.47], [3.98, -3.59, 2.27], [4.65, 0.86, 1.18], [3.90, 1.96, 0.64], [2.71, 1.73, 0.12], [2.20, 0.65, 0.00], [2.05, 2.84, -0.16], [2.73, 4.02, -0.57], [5.55, 1.29, 1.60], [4.91, 0.13, 0.42], [4.04, 0.53, 2.03], [3.10, 4.59, 0.28], [1.99, 4.63, -1.09], [3.55, 3.79, -1.25]], "lumo_energy_ev": 2.03, "gap_ev": 8.96, "relative_energy_kcal_mol": 58.3, "total_charge": -1}